No. 1
The molecule C4H8O2, computed with ωB97M-V with the def2-TZVPD basis set.

Geometry (Å):
C 1.349 -0.124 -1.306
O 0.798 -0.809 -0.191
C -0.581 -0.636 -0.029
C -1.076 -0.710 1.386
C -1.022 0.613 0.676
O -0.055 1.548 1.040
H 2.266 -0.652 -1.573
H 1.610 0.914 -1.061
H 0.674 -0.105 -2.171
H -1.187 -1.060 -0.832
H -0.315 -0.865 2.145
H -2.043 -1.163 1.588
H -1.960 1.076 0.383
H 0.790 1.188 0.744

Summary:
**LUMO energy**: 0.99 eV
**SMILES**: CO[C@H]1C[C@H]1O
**E_tot**: -307.6219 a.u.

=====

No. 2
A structure of composition C4H8O2 at a distorted geometry, computed with ωB97M-V with the def2-TZVPD basis set.

Geometry (Å):
C -0.938 -0.076 -1.333
C -0.107 0.617 0.353
O 0.163 1.957 0.712
C 0.010 -0.430 1.466
C 1.006 -0.335 0.340
O 0.872 -1.294 -0.668
H -1.928 -0.227 -0.952
H -0.765 -0.967 -2.015
H -0.761 0.791 -1.953
H -0.630 2.425 1.018
H 0.440 -0.188 2.449
H -0.712 -1.237 1.506
H 2.035 -0.069 0.538
H 1.316 -0.967 -1.461

Summary:
**LUMO energy**: 0.75 eV
**E_tot**: -307.5229 a.u.

=====

No. 3
The molecule C4H8O2 at a distorted geometry, computed with ωB97M-V with the def2-TZVPD basis set.

Geometry (Å):
C -2.005 0.567 -0.290
C -0.809 -0.821 0.034
C 0.411 0.031 0.125
O 0.248 1.230 0.177
C 1.843 -0.452 0.123
O 2.707 0.610 -0.153
H -2.023 1.518 0.346
H -2.940 0.060 -0.123
H -1.853 0.927 -1.313
H -0.545 -1.841 -0.451
H -1.230 -1.111 0.992
H 2.021 -0.878 1.126
H 1.990 -1.253 -0.609
H 2.185 1.416 0.016

Summary:
**LUMO energy**: 0.79 eV
**SMILES**: CCC(=O)CO
**E_tot**: -307.6053 a.u.

=====

No. 4
The molecule C4H8O2, computed with ωB97M-V with the def2-TZVPD basis set.

Geometry (Å):
C 1.090 1.616 -0.056
O 0.416 -0.769 -0.916
C 0.120 -1.497 0.290
C -1.199 -0.738 0.468
C -0.677 0.114 -0.703
O -0.284 1.409 -0.351
H 1.596 2.028 -0.937
H 1.624 0.706 0.238
H 1.136 2.333 0.766
H 0.865 -1.305 1.076
H 0.059 -2.568 0.083
H -1.343 -0.181 1.397
H -2.087 -1.332 0.240
H -1.314 0.185 -1.594

Summary:
**LUMO energy**: 1.05 eV
**SMILES**: CO[C@@H]1CCO1
**E_tot**: -307.6277 a.u.

=====

In order of appearance, orbital gap = 10.27, 9.74, 10.85, 10.65 eV.
In order of appearance, ΔE to the lowest compared entry with this formula, charge and spin = 237.7, 497.7, 281.2, 222.4 kJ/mol.